No. 1
The following is a DFT calculation (ωB97M-V/def2-TZVPD) of C5H6N as an isolated structure.

Geometry as XYZ:
```
12
Properties=species:S:1:pos:R:3
N 1.142 0.742 -0.449
C -1.095 -0.773 -0.695
C -0.053 -0.049 0.025
C -1.651 -1.265 0.727
C -0.191 -0.981 1.112
C -0.724 -2.093 0.159
H -1.752 -0.781 -1.581
H 1.622 1.222 0.330
H 0.831 1.533 -1.056
H 1.871 0.182 -0.921
H 0.408 -0.943 2.053
H -2.519 -1.076 1.239
```

Calculated values
LUMO level (spin up / spin down) (eV): -4.7871 / -4.7873
Largest force on an atom (eV/Å): 3.797
Charge: +1
E (Eh): -248.37273
Highest occupied orbital energy (spin up / spin down) (hartree): -0.508 / -0.508
Multiplicity: 1

=====

No. 2
The following is a DFT calculation (ωB97M-V/def2-TZVPD) of C6H15CdClINO2 as an isolated structure.

Geometry as XYZ:
```
27
Properties=species:S:1:pos:R:3
I -24.769 -11.344 2.525
Cd -22.668 -9.715 1.858
Cl -22.838 -7.379 1.431
O -21.894 -9.668 3.931
O -22.626 -10.328 -0.271
N -20.655 -10.733 1.650
C -23.652 -10.096 -1.228
C -21.571 -11.173 -0.686
C -22.129 -8.676 4.916
C -20.539 -11.409 2.993
C -20.710 -10.407 4.126
C -20.787 -11.729 0.515
H -19.550 -11.863 3.105
H -20.888 -10.589 -1.315
H -23.270 -10.238 -2.239
H -19.716 -10.365 1.533
H -21.272 -12.213 3.071
H -22.104 -9.131 5.912
H -20.783 -10.925 5.088
H -24.019 -9.084 -1.073
H -21.358 -7.903 4.861
H -21.212 -12.654 0.899
H -21.969 -12.001 -1.277
H -23.115 -8.270 4.716
H -19.845 -9.728 4.168
H -24.474 -10.801 -1.061
H -19.789 -11.952 0.134
```

Calculated values
LUMO level (eV): 0.2584
Largest force on an atom (eV/Å): 1.995
Charge: 0
E (Eh): -1368.51372
Highest occupied orbital energy (hartree): -0.300
Multiplicity: 1

=====

No. 3
The following is a DFT calculation (ωB97M-V/def2-TZVPD) of C4H8OS as an isolated structure.

Geometry as XYZ:
```
14
Properties=species:S:1:pos:R:3
S -3.183 -0.017 -0.213
O 0.643 0.693 -0.315
C 0.170 -0.463 0.026
C 1.112 -1.437 -0.506
C -0.155 1.856 -0.198
C -1.071 -0.725 0.617
H 1.319 -1.253 -1.526
H 0.775 -2.442 -0.307
H -1.274 -0.008 1.414
H -1.346 -1.764 1.090
H 2.071 -1.395 0.114
H -0.250 2.002 0.830
H -1.041 1.606 -0.675
H 0.500 2.568 -0.665
```

Calculated values
LUMO level (spin up / spin down) (eV): -1.2809 / -1.2751
Largest force on an atom (eV/Å): 3.457
Charge: 0
E (Eh): -630.47956
Highest occupied orbital energy (spin up / spin down) (hartree): -0.289 / -0.288
Multiplicity: 1

=====

No. 4
The following is a DFT calculation (ωB97M-V/def2-TZVPD) of one molecule with the formula C4H6N2O.

Geometry as XYZ:
```
13
Properties=species:S:1:pos:R:3
O 1.962 1.371 0.268
N -1.383 -1.201 -0.653
N -0.928 0.791 1.543
C 0.912 -0.437 -0.772
C -0.203 -1.297 -1.141
C 0.828 0.668 -0.001
C -0.337 1.375 0.545
H 0.053 -2.050 -1.900
H -2.002 -1.881 -1.094
H 1.680 2.242 0.592
H 1.883 -0.652 -1.210
H -0.733 -0.159 1.852
H -1.733 1.231 1.970
```

Calculated values
LUMO level (eV): 0.4748
Largest force on an atom (eV/Å): 0.342
Charge: 0
E (Eh): -340.67236
Highest occupied orbital energy (hartree): -0.302
Multiplicity: 1

=====

No. 5
The following is a DFT calculation (ωB97M-V/def2-TZVPD) of C23H36InN2O6 as an isolated structure.

Geometry as XYZ:
```
68
Properties=species:S:1:pos:R:3
In -1.017 1.525 3.586
O 0.998 -0.273 2.187
O 2.196 -5.418 -0.379
O 2.112 0.840 -0.273
O 2.782 -3.402 -0.872
O -1.962 0.607 -1.724
O -1.738 2.631 -2.414
N 3.000 -4.505 -0.418
N -1.923 1.445 -2.601
C 1.295 -0.314 -0.251
C 1.333 2.014 -0.061
C -3.182 2.055 3.286
C 6.838 -5.191 1.197
C 2.205 3.265 -0.076
C 4.645 -6.002 0.638
C -2.118 0.990 -3.985
C 5.905 -6.219 1.173
C -2.261 1.482 -6.314
C 1.357 -1.067 1.076
C 6.516 -3.943 0.681
C -3.896 1.331 2.127
C 4.340 -4.751 0.132
C -3.565 1.812 0.678
C -0.409 -0.356 2.508
C -0.519 1.520 5.786
C -4.778 2.458 -0.050
C 5.259 -3.717 0.142
C -2.363 -0.350 -4.223
C -2.061 1.914 -5.012
C -2.369 2.773 0.574
C -2.565 -0.773 -5.528
C -2.516 0.142 -6.572
H -2.761 -1.817 -5.730
H -2.678 -0.191 -7.589
H -0.560 -1.223 3.166
H -2.398 -1.057 -3.408
H -2.348 3.211 -0.428
H 3.915 -6.797 0.621
H 1.663 -0.995 -1.028
H -4.618 3.532 -0.164
H 7.818 -5.362 1.623
H -1.445 2.204 0.666
H 0.249 -0.098 -0.497
H -5.734 2.244 0.428
H -3.303 0.923 0.111
H -0.995 -0.476 1.588
H -4.980 1.482 2.257
H 3.023 3.191 -0.792
H -2.417 3.599 1.279
H -3.712 1.780 4.209
H 0.526 1.817 5.881
H -4.811 2.062 -1.073
H 1.567 4.107 -0.355
H -3.285 3.141 3.217
H -2.221 2.193 -7.128
H -1.864 2.956 -4.806
H -0.705 0.553 6.257
H 0.853 1.938 0.920
H -3.746 0.250 2.177
H 7.242 -3.142 0.702
H -1.131 2.287 6.269
H 0.522 2.112 -0.797
H 6.158 -7.191 1.575
H 5.003 -2.747 -0.258
H -0.036 2.872 2.873
H 2.396 -1.390 1.234
H 0.711 -1.954 1.049
H 2.565 3.464 0.933
```

Calculated values
LUMO level (eV): 1.1919
Largest force on an atom (eV/Å): 0.896
Charge: -1
E (Eh): -1648.79376
Highest occupied orbital energy (hartree): -0.146
Multiplicity: 1

=====

No. 6
The following is a DFT calculation (ωB97M-V/def2-TZVPD) of one molecule with the formula C3H5N3.

Geometry as XYZ:
```
11
Properties=species:S:1:pos:R:3
N 0.235 -1.314 -0.023
N 1.367 -0.499 -0.368
N -1.896 -0.396 0.414
C 0.238 0.926 -0.188
C -0.592 -0.342 0.064
C 1.564 0.843 0.179
H 2.020 -0.806 -1.041
H 1.963 0.769 1.165
H -0.120 1.780 -0.710
H -2.492 0.363 0.132
H -2.285 -1.324 0.376
```

Calculated values
LUMO level (spin up / spin down) (eV): -0.1531 / -0.2223
Largest force on an atom (eV/Å): 2.390
Charge: 0
E (Eh): -281.35162
Highest occupied orbital energy (spin up / spin down) (hartree): -0.272 / -0.270
Multiplicity: 1

=====

No. 7
The following is a DFT calculation (ωB97M-V/def2-TZVPD) of one molecule with the formula C20H23N3O4S.

Geometry as XYZ:
```
51
Properties=species:S:1:pos:R:3
S 2.609 1.484 -1.561
O -3.456 -1.977 0.126
O 2.483 2.619 -2.424
O 3.811 0.703 -1.597
O 0.181 4.916 3.924
N 1.349 0.457 -1.932
N 1.484 3.049 4.067
N -1.638 -2.171 -1.200
C -2.800 -6.201 -1.920
C 1.739 2.735 2.735
C -2.338 -4.971 -1.487
C -3.240 -3.959 -1.172
C 0.044 1.090 -1.949
C -2.807 -2.619 -0.677
C -1.044 0.034 -2.093
C -4.160 -6.430 -2.048
C 1.555 3.136 0.373
C -5.063 -5.430 -1.724
C 1.264 3.506 1.674
C 2.311 2.006 0.127
C 1.396 -0.871 -1.358
C -1.073 -0.885 -0.859
C 2.798 1.239 1.170
C 2.516 1.603 2.471
C 0.732 4.064 6.100
C 0.342 -1.045 -0.269
C 0.750 4.085 4.587
C -4.605 -4.204 -1.280
H -1.743 -0.472 -0.097
H 0.434 -2.030 0.191
H 3.408 0.378 0.949
H -0.843 -0.558 -2.988
H -4.515 -7.390 -2.391
H 1.745 4.138 6.491
H -2.096 -6.986 -2.155
H 1.908 2.418 4.735
H 0.037 1.786 -2.790
H -0.130 1.664 -1.027
H 0.676 4.385 1.877
H -5.292 -3.417 -1.011
H 2.899 1.013 3.291
H 0.504 -0.296 0.508
H 0.149 4.906 6.460
H 0.283 3.140 6.458
H -2.012 0.517 -2.221
H -1.274 -4.816 -1.366
H -6.124 -5.610 -1.814
H 1.222 3.731 -0.462
H -1.179 -2.704 -1.920
H 1.238 -1.605 -2.158
H 2.407 -1.015 -0.975
```

Calculated values
LUMO level (eV): 0.4143
SMILES: CC(=O)Nc1ccc(S(=O)(=O)N2CCC(NC(=O)c3ccccc3)CC2)cc1
Largest force on an atom (eV/Å): 1.073
Charge: 0
E (Eh): -1639.38341
Highest occupied orbital energy (hartree): -0.331
Multiplicity: 1

=====

No. 8
The following is a DFT calculation (ωB97M-V/def2-TZVPD) of C29H28AsGeN3O5RuS4Se as an isolated structure.

Geometry as XYZ:
```
73
Properties=species:S:1:pos:R:3
Ru -0.411 1.556 0.704
Se -0.715 1.640 -1.868
As 1.214 3.363 2.731
Ge 0.747 -0.659 0.679
S 0.513 5.349 2.871
S -0.379 1.865 2.991
S 1.502 2.759 0.614
S 2.888 3.272 3.978
O -2.098 -1.524 -1.258
O -2.179 0.503 0.800
O -4.397 0.627 0.883
O -6.118 5.659 1.086
O -5.176 6.632 -0.734
N -0.001 -0.960 -2.732
N -1.908 3.097 0.408
N 1.733 0.363 -2.774
C 2.178 -0.889 -3.164
C -3.383 -2.098 -1.513
C -2.766 5.280 0.075
C 1.069 -1.737 -3.123
C -4.065 4.841 0.292
C 3.558 -2.699 -3.782
C 0.413 0.297 -2.522
C 0.125 -1.642 3.391
C -4.088 -2.506 -0.236
C 2.694 -0.529 0.929
C 4.914 -0.956 0.063
C 5.474 -0.323 1.163
C 1.192 -3.094 -3.392
C -1.712 4.391 0.155
C -0.011 -1.866 2.025
C 3.273 0.096 2.027
C -0.385 -2.542 4.313
C 4.648 0.202 2.147
C -5.266 5.822 0.202
C 2.577 1.526 -2.607
C 3.443 -1.349 -3.500
C -3.302 1.151 0.786
C -4.250 3.489 0.567
C -0.672 -3.014 1.602
C -1.042 -3.685 3.878
C -1.185 -3.919 2.518
C 2.454 -3.555 -3.725
C 3.534 -1.057 -0.048
C -3.157 2.647 0.597
H 4.301 -0.692 -3.512
H -3.476 -3.211 0.329
H 0.622 -0.748 3.749
H 1.945 2.367 -2.333
H 2.594 -4.607 -3.937
H 4.527 -3.107 -4.039
H -0.806 -3.194 0.541
H 3.300 1.340 -1.810
H 6.550 -0.238 1.254
H 3.092 1.741 -3.543
H -0.683 4.701 0.002
H -3.196 -2.972 -2.146
H -5.237 3.092 0.755
H 2.650 0.535 2.800
H -0.884 -1.260 -2.293
H -5.041 -2.983 -0.472
H -4.286 -1.634 0.388
H -1.445 -4.387 4.597
H -1.704 -4.804 2.171
H 3.109 -1.566 -0.908
H 5.071 0.714 3.003
H -0.276 -2.348 5.373
H -3.995 -1.392 -2.087
H -2.181 -0.859 -0.546
H -2.590 6.316 -0.184
H 5.551 -1.381 -0.704
H 0.666 -1.487 -0.619
H 0.342 -3.759 -3.330
```

Calculated values
LUMO level (spin up / spin down) (eV): -1.0449 / -1.1144
Largest force on an atom (eV/Å): 3.031
Charge: -1
⟨S²⟩: 0.910
E (Eh): -10064.29701
Highest occupied orbital energy (spin up / spin down) (hartree): -0.204 / -0.202
Multiplicity: 2

=====

What did the fifth record say?
The following is a DFT calculation (ωB97M-V/def2-TZVPD) of C23H36InN2O6 as an isolated structure.

Geometry as XYZ:
```
68
Properties=species:S:1:pos:R:3
In -1.017 1.525 3.586
O 0.998 -0.273 2.187
O 2.196 -5.418 -0.379
O 2.112 0.840 -0.273
O 2.782 -3.402 -0.872
O -1.962 0.607 -1.724
O -1.738 2.631 -2.414
N 3.000 -4.505 -0.418
N -1.923 1.445 -2.601
C 1.295 -0.314 -0.251
C 1.333 2.014 -0.061
C -3.182 2.055 3.286
C 6.838 -5.191 1.197
C 2.205 3.265 -0.076
C 4.645 -6.002 0.638
C -2.118 0.990 -3.985
C 5.905 -6.219 1.173
C -2.261 1.482 -6.314
C 1.357 -1.067 1.076
C 6.516 -3.943 0.681
C -3.896 1.331 2.127
C 4.340 -4.751 0.132
C -3.565 1.812 0.678
C -0.409 -0.356 2.508
C -0.519 1.520 5.786
C -4.778 2.458 -0.050
C 5.259 -3.717 0.142
C -2.363 -0.350 -4.223
C -2.061 1.914 -5.012
C -2.369 2.773 0.574
C -2.565 -0.773 -5.528
C -2.516 0.142 -6.572
H -2.761 -1.817 -5.730
H -2.678 -0.191 -7.589
H -0.560 -1.223 3.166
H -2.398 -1.057 -3.408
H -2.348 3.211 -0.428
H 3.915 -6.797 0.621
H 1.663 -0.995 -1.028
H -4.618 3.532 -0.164
H 7.818 -5.362 1.623
H -1.445 2.204 0.666
H 0.249 -0.098 -0.497
H -5.734 2.244 0.428
H -3.303 0.923 0.111
H -0.995 -0.476 1.588
H -4.980 1.482 2.257
H 3.023 3.191 -0.792
H -2.417 3.599 1.279
H -3.712 1.780 4.209
H 0.526 1.817 5.881
H -4.811 2.062 -1.073
H 1.567 4.107 -0.355
H -3.285 3.141 3.217
H -2.221 2.193 -7.128
H -1.864 2.956 -4.806
H -0.705 0.553 6.257
H 0.853 1.938 0.920
H -3.746 0.250 2.177
H 7.242 -3.142 0.702
H -1.131 2.287 6.269
H 0.522 2.112 -0.797
H 6.158 -7.191 1.575
H 5.003 -2.747 -0.258
H -0.036 2.872 2.873
H 2.396 -1.390 1.234
H 0.711 -1.954 1.049
H 2.565 3.464 0.933
```

Calculated values
LUMO level (eV): 1.1919
Largest force on an atom (eV/Å): 0.896
Charge: -1
E (Eh): -1648.79376
Highest occupied orbital energy (hartree): -0.146
Multiplicity: 1